(1)
Density functional theory data (ωB97M-V/def2-TZVPD) for one molecule with the formula C6H10.

```
16
Properties=species:S:1:pos:R:3:forces:R:3:nbo_charge:R:1
C -1.498 1.270 2.450 0.0 0.1 0.1 -0.679
C -0.876 0.364 1.477 0.2 -0.1 -0.5 -0.002
C -0.261 -0.076 0.534 -0.1 0.5 0.3 -0.027
C 0.535 -0.176 -0.710 0.1 0.0 0.0 -0.279
C -0.361 -0.491 -1.920 0.0 -0.1 -0.1 -0.589
C 1.805 -1.033 -0.595 0.1 -0.1 0.0 -0.592
H -1.488 2.246 1.957 -0.1 0.1 0.2 0.232
H -2.536 1.071 2.740 0.3 -0.3 -0.2 0.231
H -0.903 1.360 3.363 0.0 -0.1 -0.1 0.231
H 0.906 0.848 -0.881 -0.2 -0.1 0.1 0.215
H -0.749 -1.515 -1.911 0.1 0.1 0.1 0.208
H 0.196 -0.353 -2.853 0.0 0.0 0.1 0.206
H -1.217 0.193 -1.932 0.2 -0.2 0.0 0.216
H 1.623 -2.112 -0.563 -0.2 0.2 0.0 0.207
H 2.451 -0.834 -1.456 -0.1 -0.1 0.0 0.206
H 2.373 -0.761 0.302 -0.2 0.0 -0.1 0.216
```
Positions in Å, forces in eV/Å.

Output
LUMO energy in eV: 1.07
E_HOMO in eV: -9.27
SMILES string: CC#CC(C)C
Net charge: 0
Relative energy (zero: lowest compared OMol25 entry of this formula, charge and spin) in kcal/mol: 35.0

***

(2)
Density functional theory data (ωB97M-V/def2-TZVPD) for one molecule with the formula C6H10.

```
16
Properties=species:S:1:pos:R:3:forces:R:3:nbo_charge:R:1
C 1.194 -0.198 0.650 -0.1 -0.1 0.0 -0.411
C 0.911 0.853 -0.418 0.2 0.0 -0.1 -0.393
C -0.597 0.969 -0.538 0.0 -0.1 0.0 -0.245
C -1.460 0.474 0.590 0.1 0.0 0.2 -0.431
C -0.975 -0.484 -0.490 0.4 -0.5 0.1 -0.227
C 0.355 -1.311 -0.039 -0.8 0.0 0.3 -0.418
H 0.858 0.028 1.665 0.1 0.2 -0.2 0.199
H 2.277 -0.364 0.708 -0.3 -0.4 -0.1 0.214
H 1.089 0.180 -1.286 0.9 1.6 -0.3 0.201
H 1.499 1.773 -0.419 -0.1 -0.1 0.1 0.210
H -0.971 1.687 -1.268 -0.1 -0.4 0.1 0.221
H -1.012 0.413 1.574 -0.1 -0.1 0.0 0.207
H -2.522 0.728 0.645 0.4 0.0 -0.4 0.223
H -1.747 -0.829 -1.186 0.6 -0.4 0.3 0.224
H 0.001 -2.151 0.547 0.1 0.0 0.6 0.213
H 1.101 -1.769 -0.735 -1.3 0.5 -0.4 0.213
```
Positions in Å, forces in eV/Å.

Output
LUMO energy in eV: 1.23
E_HOMO in eV: -9.67
SMILES string: C1C[C@@H]2C[C@@H]2C1
Net charge: 0
Relative energy (zero: lowest compared OMol25 entry of this formula, charge and spin) in kcal/mol: 37.0

***

(3)
Density functional theory data (ωB97M-V/def2-TZVPD) for one molecule with the formula C6H10.

```
16
Properties=species:S:1:pos:R:3:forces:R:3:nbo_charge:R:1
C -0.623 -0.919 1.628 0.0 0.0 0.0 -0.608
C -0.442 0.034 0.461 0.0 0.0 0.0 -0.191
C -0.475 -0.617 -0.931 0.0 -0.1 0.0 -0.441
C 0.043 0.511 -1.795 0.2 0.1 0.1 -0.192
C 0.853 1.279 -1.061 -0.1 -0.2 -0.2 -0.191
C 0.931 0.716 0.341 0.1 0.0 0.1 -0.441
H -0.509 -0.402 2.588 0.0 -0.1 -0.1 0.210
H 0.119 -1.724 1.576 -0.1 0.1 0.1 0.202
H -1.622 -1.371 1.611 0.2 0.0 0.0 0.210
H -1.207 0.825 0.492 0.1 -0.2 0.0 0.199
H 0.300 -1.409 -0.903 -0.3 0.0 -0.1 0.197
H -1.420 -1.078 -1.230 0.0 0.2 0.0 0.213
H -0.174 0.634 -2.849 0.0 0.0 0.1 0.211
H 1.410 2.139 -1.413 0.0 -0.1 0.0 0.211
H 1.677 -0.104 0.336 0.0 0.3 0.2 0.198
H 1.199 1.417 1.135 -0.1 0.0 -0.1 0.213
```
Positions in Å, forces in eV/Å.

Output
LUMO energy in eV: 1.25
E_HOMO in eV: -9.07
SMILES string: CC1CC=CC1
Net charge: 0
Relative energy (zero: lowest compared OMol25 entry of this formula, charge and spin) in kcal/mol: 7.1

***

(4)
Density functional theory data (ωB97M-V/def2-TZVPD) for an isolated ion of composition C6H10 and charge +1.

```
16
Properties=species:S:1:pos:R:3:forces:R:3:mulliken_spin:R:1
C -0.233 1.894 0.372 0.3 0.0 0.7 0.060
C -0.037 0.425 0.009 -0.7 2.2 -0.5 0.055
C -0.575 -0.536 0.861 2.3 -1.0 -0.9 0.008
C -1.028 -1.847 0.397 -1.1 -0.5 0.4 0.008
C 1.471 -0.123 -0.493 0.1 -0.6 1.4 0.011
C 0.472 0.334 -1.378 -0.4 -1.0 -0.7 0.757
H -0.266 2.037 1.449 -0.1 0.0 0.2 0.008
H 0.548 2.535 -0.016 0.2 0.0 -0.2 0.000
H -1.186 2.228 -0.049 0.1 -0.1 0.0 -0.003
H -0.353 -0.353 1.915 -1.1 0.3 0.1 0.001
H -0.318 -2.474 -0.153 0.2 0.3 0.0 0.002
H -1.859 -1.692 -0.302 0.1 0.1 -0.1 0.002
H -1.442 -2.442 1.210 0.2 0.0 0.1 0.000
H 2.334 0.398 -0.083 -0.3 0.4 -0.1 0.025
H 1.499 -1.189 -0.287 0.4 -0.2 -0.5 0.051
H 0.171 -0.080 -2.328 -0.3 0.1 0.0 0.015
```
Positions in Å, forces in eV/Å.

Output
LUMO energy (spin up / spin down) in eV: -6.29 / -6.28
E_HOMO (spin up / spin down) in eV: -14.02 / -15.53
Net charge: +1
Relative energy (zero: lowest compared OMol25 entry of this formula, charge and spin) in kcal/mol: 54.2
2S+1: 2

***

(5)
Density functional theory data (ωB97M-V/def2-TZVPD) for a 2-piece molecular cluster, C6H10BN overall.

```
18
Properties=species:S:1:pos:R:3:forces:R:3:nbo_charge:R:1
B -0.699 -0.938 -0.251 1.2 0.1 -0.2 0.438
C 0.912 2.394 3.276 2.6 1.2 -1.3 -0.367
C 0.520 -0.819 -1.162 1.7 -0.6 -3.6 -0.407
C 0.827 1.993 1.989 2.1 0.9 2.2 -0.224
C 1.085 -0.166 -0.103 -0.4 -0.5 -0.7 -0.140
C -0.223 1.165 1.541 -1.1 -1.0 -2.5 -0.238
C -0.166 0.259 0.538 1.1 1.5 2.3 -0.269
N -1.651 -2.624 -3.605 -4.3 0.7 -1.1 -1.082
H -1.171 -1.911 0.129 -1.0 -0.7 0.1 -0.036
H 1.842 2.886 3.693 -1.1 -0.4 -0.9 0.192
H 0.156 2.361 3.979 -1.7 -0.6 1.2 0.185
H 1.018 -1.213 -2.199 -1.2 0.7 3.0 0.225
H -2.389 -1.892 -3.310 2.1 -1.3 0.0 0.360
H 1.696 2.251 1.384 -0.2 -0.5 -0.2 0.204
H 2.109 -0.131 0.290 -0.4 0.0 -0.3 0.227
H -1.162 1.412 1.921 -1.6 0.1 0.9 0.207
H -1.981 -2.725 -4.605 1.4 -0.1 1.3 0.362
H -0.722 -2.302 -3.506 0.8 0.7 -0.3 0.363
```
Positions in Å, forces in eV/Å.

Output
LUMO energy in eV: 0.52
E_HOMO in eV: -8.00
Net charge: 0
Relative energy (zero: lowest compared OMol25 entry of this formula, charge and spin) in kcal/mol: 78.8

***

(6)
Density functional theory data (ωB97M-V/def2-TZVPD) for one molecule with the formula C6H10BN.

```
18
Properties=species:S:1:pos:R:3:forces:R:3:nbo_charge:R:1
B 0.831 2.522 0.007 0.0 -0.1 0.0 0.061
C 1.394 1.180 0.002 -1.2 -0.1 0.0 -0.224
C 1.487 -0.092 -0.006 -0.2 -0.6 0.0 -0.155
C -1.947 0.003 0.000 2.5 -1.4 0.1 0.467
C 0.229 -1.166 0.008 1.6 -0.8 0.0 -0.268
C 2.715 -0.963 -0.002 0.1 0.1 0.0 -0.623
C -3.375 0.206 -0.001 -0.7 0.5 -0.1 -0.729
N -1.088 -0.832 0.010 -2.2 2.3 0.0 -0.279
H 0.643 3.080 1.026 -0.1 0.2 0.4 -0.056
H 0.626 3.081 -1.012 -0.1 0.2 -0.4 -0.056
H 0.411 -1.783 -0.875 0.1 -0.1 0.1 0.223
H 0.417 -1.753 0.910 0.1 -0.1 -0.1 0.223
H 2.743 -1.593 0.890 0.1 -0.1 0.0 0.203
H 3.602 -0.335 -0.011 0.0 0.0 0.0 0.234
H 2.745 -1.611 -0.879 0.0 -0.1 0.0 0.203
H -3.910 -0.619 0.474 0.1 -0.1 0.0 0.249
H -3.703 0.294 -1.038 0.0 0.1 0.0 0.264
H -3.615 1.134 0.514 -0.1 0.0 -0.1 0.263
```
Positions in Å, forces in eV/Å.

Output
LUMO energy (spin up / spin down) in eV: -1.01 / -0.30
E_HOMO (spin up / spin down) in eV: -6.80 / -7.56
Net charge: 0
Relative energy (zero: lowest compared OMol25 entry of this formula, charge and spin) in kcal/mol: 102.6

***

(7)
Density functional theory data (ωB97M-V/def2-TZVPD) for one molecule with the formula C6H10BNO2.

```
20
Properties=species:S:1:pos:R:3:forces:R:3:nbo_charge:R:1
B -1.655 -0.058 -0.512 0.4 -0.9 -0.3 1.127
C 0.500 0.305 0.885 -0.1 -0.5 -1.0 -0.245
C 0.357 -1.086 1.428 -0.2 1.6 -3.8 -0.087
C -0.586 -2.810 -0.072 -1.1 1.2 1.3 -0.010
C -0.544 0.982 -0.009 0.2 -1.2 -0.6 -0.607
C 0.895 0.749 -0.522 -1.8 -0.8 -0.2 -0.188
C 1.970 1.801 -0.501 -0.6 -0.9 0.9 -0.606
N -0.005 -1.996 0.611 0.0 -1.1 0.7 -0.276
O -1.523 -0.651 -1.783 -1.0 0.6 1.5 -0.898
O -2.635 -0.421 0.442 1.1 2.7 -0.2 -0.884
H 1.064 0.900 1.543 0.2 0.9 1.1 0.213
H 0.503 -1.202 2.430 0.2 -1.0 2.4 0.205
H -0.224 -3.613 -0.624 1.2 -1.0 -1.0 0.184
H -1.036 1.912 0.221 0.6 0.8 0.3 0.229
H 0.854 -0.021 -1.341 0.5 0.8 0.9 0.233
H 2.862 1.296 -0.198 0.9 -0.1 0.3 0.208
H 1.746 2.563 0.225 -0.2 0.3 0.5 0.204
H 2.184 2.294 -1.390 0.1 0.7 -1.9 0.213
H -2.228 -1.306 -1.910 0.3 0.1 0.0 0.495
H -2.497 0.364 1.076 -0.7 -2.1 -0.8 0.489
```
Positions in Å, forces in eV/Å.

Output
LUMO energy in eV: 0.64
E_HOMO in eV: -7.41
Net charge: 0
Relative energy (zero: lowest compared OMol25 entry of this formula, charge and spin) in kcal/mol: 72.1